{
  "formula": "C27H73MgN6O7",
  "method": "wB97M-V/def2-TZVPD",
  "total_charge": 1,
  "e_homo_ev": -10.194,
  "fmax_ha_per_bohr": 0.055,
  "orbital_gap_ev": 8.46,
  "symbols": ["H", "H", "H", "C", "H", "C", "O", "H", "H", "N", "H", "C", "H", "H", "N", "H", "H", "O", "C", "H", "H", "H", "H", "H", "H", "C", "H", "H", "C", "H", "H", "H", "H", "H", "H", "C", "H", "H", "C", "H", "N", "Mg", "H", "H", "H", "H", "N", "H", "H", "H", "C", "C", "H", "O", "H", "C", "H", "H", "C", "H", "C", "H", "H", "C", "O", "H", "H", "C", "H", "C", "N", "H", "H", "H", "C", "H", "H", "H", "H", "C", "H", "O", "H", "H", "C", "C", "O", "H", "H", "H", "H", "H", "H", "C", "H", "H", "O", "C", "H", "H", "H", "H", "H", "H", "N", "H", "H", "C", "C", "C", "C", "C", "H", "H"],
  "xyz": [[8.47452, 15.87540, 15.90758], [8.61035, 9.44908, 17.96735], [6.14827, 9.85932, 19.80380], [11.47881, 9.35393, 18.23380], [10.71576, 13.01838, 17.83595], [12.55603, 12.40345, 13.31389], [11.41222, 9.67034, 15.80602], [12.08520, 8.94754, 18.97818], [8.86099, 12.13279, 14.82007], [8.70513, 11.11656, 14.51194], [14.04980, 10.94888, 14.17898], [13.25320, 8.95873, 12.49556], [7.09378, 8.36912, 18.07466], [9.22251, 12.43478, 17.47335], [9.85776, 13.19001, 17.37196], [9.56263, 9.05109, 8.73011], [14.09457, 13.69788, 12.77647], [8.08035, 8.61004, 10.66827], [7.51742, 9.42562, 18.24251], [12.58728, 8.30242, 11.91802], [11.28999, 10.41346, 18.48675], [8.62242, 16.12169, 13.81889], [13.75254, 8.26152, 13.19149], [8.74910, 14.85720, 18.11885], [14.08062, 9.85251, 17.87532], [6.73245, 8.53082, 10.99464], [9.88558, 10.67675, 10.17717], [9.34684, 8.52483, 12.55353], [11.22059, 6.44919, 14.39610], [8.70416, 12.68271, 12.18496], [6.62585, 8.51903, 15.68594], [14.01127, 9.30673, 11.77842], [10.57675, 7.27177, 6.95766], [5.01773, 10.75066, 18.35424], [14.08046, 11.17102, 12.41117], [7.82851, 11.02381, 13.31950], [8.70078, 8.49645, 20.38470], [6.16428, 6.79674, 15.68279], [5.44696, 10.47145, 17.37480], [12.75728, 14.54966, 13.63311], [7.73530, 8.75974, 20.62068], [10.60751, 10.22806, 14.19006], [9.50944, 6.31082, 13.01261], [11.51988, 10.57379, 10.92277], [12.00478, 6.39579, 13.56230], [11.60522, 7.06580, 15.18540], [10.90378, 7.81511, 9.61570], [9.20539, 8.10504, 15.35513], [12.39051, 8.17288, 16.71919], [9.03286, 10.78780, 19.96134], [9.89542, 6.98632, 13.80031], [7.99326, 11.04125, 20.04970], [7.85724, 11.29888, 21.14441], [9.26450, 14.39339, 14.83293], [10.91448, 8.24377, 12.56399], [13.35446, 13.68170, 13.54293], [13.20527, 11.10244, 17.00882], [11.30753, 15.16940, 16.46782], [10.69683, 15.32007, 17.35471], [7.70467, 11.95837, 19.45424], [9.62760, 7.19849, 7.46184], [7.62160, 14.34471, 16.13642], [7.58654, 7.30292, 8.97366], [8.63236, 11.57330, 12.18420], [12.51827, 10.08066, 13.02373], [9.61698, 6.11789, 7.81699], [8.09083, 11.25648, 11.30076], [8.61261, 14.81863, 15.99948], [11.32969, 14.95424, 18.21522], [9.62259, 7.95460, 8.84593], [11.55466, 12.17195, 14.37685], [4.95442, 9.52161, 17.21984], [12.03560, 12.47828, 12.39429], [10.67913, 12.24190, 10.84664], [13.51866, 10.05461, 16.99939], [9.52033, 14.94504, 12.81872], [8.18946, 10.72378, 15.31652], [11.19861, 5.39742, 14.79422], [8.63026, 6.66840, 10.34220], [6.43170, 7.67266, 15.05514], [8.68067, 7.50459, 6.87735], [9.87361, 10.93678, 12.19765], [7.22349, 7.90717, 20.32952], [5.16111, 11.20742, 16.64335], [9.42820, 14.51995, 17.32902], [13.43236, 11.15229, 13.28671], [7.56931, 7.46772, 14.27836], [5.85759, 11.61920, 12.73247], [11.58597, 8.37379, 9.07961], [7.73717, 9.95456, 12.99804], [5.67399, 7.90503, 14.35466], [10.84630, 12.89720, 14.38526], [10.57895, 8.79747, 18.12538], [9.44636, 15.38087, 13.84203], [10.51801, 16.37413, 17.55297], [8.67827, 6.46332, 15.62509], [6.89127, 10.31840, 17.27010], [10.54132, 11.15330, 10.98004], [6.50343, 7.66648, 11.70684], [10.41348, 15.89219, 13.99835], [11.27167, 6.89632, 9.41601], [13.95596, 13.62188, 14.45476], [6.09252, 11.33358, 14.48629], [14.04428, 9.84118, 16.06521], [10.12929, 8.29222, 13.18297], [6.71383, 12.81092, 13.78886], [6.12182, 8.44458, 10.07069], [8.83521, 7.21869, 14.87636], [8.42833, 7.59372, 9.72510], [6.49690, 11.76342, 13.56439], [12.16521, 9.29018, 16.89015], [7.20813, 9.79778, 19.70545], [12.00104, 12.19944, 15.28930], [6.49220, 9.42787, 11.50012]],
  "forces_ev_per_a": [[-0.33, 0.81, 0.33], [-1.12, -0.06, 0.52], [-0.68, 0.17, 0.49], [-0.60, 1.60, -1.37], [0.51, -0.12, 0.49], [0.58, 0.26, 2.36], [-0.27, 0.47, 0.47], [0.97, -0.80, 1.31], [-0.35, -1.55, -0.86], [-0.66, 0.76, 1.49], [-0.47, 0.29, -0.11], [-0.18, -0.71, -0.70], [0.66, 1.17, 0.03], [-0.71, -0.40, 0.25], [0.01, -1.48, -0.80], [-0.29, -0.34, -0.44], [0.46, 0.78, -0.91], [0.83, -0.19, -1.28], [-1.08, -0.82, -0.99], [-0.07, 0.44, 0.06], [-0.26, -0.33, -0.01], [0.41, -0.36, 0.10], [-0.25, 0.85, 0.45], [0.00, -0.12, 0.31], [0.62, -0.41, 0.70], [-1.06, -1.69, 0.22], [0.80, 1.00, 0.65], [0.30, -0.28, 0.27], [0.58, -1.30, -1.45], [0.22, -0.41, 0.11], [-0.29, 0.59, 0.67], [-0.17, 0.04, 0.23], [0.07, 0.62, -0.48], [0.84, 0.46, -0.18], [0.36, 0.40, 0.07], [0.41, 0.30, 0.54], [-0.24, 0.60, 0.05], [0.07, 0.28, -0.35], [0.75, -0.57, 0.76], [-0.64, 0.93, -0.36], [-1.00, -1.38, -1.00], [0.80, -0.45, 0.40], [0.14, -0.05, 0.51], [-1.26, 1.00, 0.48], [-0.99, 0.22, 1.07], [0.08, 0.59, 0.29], [0.18, 0.37, -1.14], [0.03, 0.71, 0.85], [0.22, 1.03, 0.52], [0.66, 0.18, -0.38], [-0.10, -0.95, 0.31], [-1.39, 1.79, 1.29], [-0.02, -0.24, -1.20], [0.00, -0.92, -0.67], [0.34, -0.26, -0.48], [0.90, -1.73, 0.64], [0.33, 0.23, 0.00], [-0.14, 0.08, -0.25], [1.04, 0.35, 1.47], [0.49, -1.06, 0.46], [-1.67, -0.63, 2.17], [0.28, -0.01, -0.46], [0.86, 0.83, 1.54], [-1.09, 0.63, -0.35], [1.16, -1.25, -0.04], [-0.52, 0.90, -0.93], [-0.03, 0.26, -0.68], [0.19, -0.44, 1.58], [-0.57, 0.44, -0.72], [0.77, 1.04, 0.21], [-0.06, 0.16, -0.45], [-0.09, -0.49, -0.66], [-0.41, -0.03, -0.90], [0.05, -0.50, -0.38], [-1.85, 0.04, -1.71], [-0.24, -0.14, 0.79], [0.30, 0.03, -0.27], [-0.51, 0.97, -0.43], [-0.05, 0.57, -0.82], [1.09, -0.53, 1.03], [1.80, -0.79, 0.61], [0.86, -0.05, 0.31], [0.28, 0.30, 0.72], [-0.12, 0.13, -0.28], [-0.52, 1.22, -1.71], [-0.46, 0.18, -0.74], [0.98, -0.37, -1.83], [-0.95, 0.17, -0.67], [-0.31, 0.02, 0.51], [-0.37, 0.64, 1.09], [-1.08, 0.12, -0.49], [0.04, 0.31, 0.09], [-0.97, -0.35, 0.33], [0.39, 0.57, -0.73], [0.05, 0.14, -0.26], [0.48, -0.83, 0.26], [-0.56, 0.18, 0.79], [0.28, -1.40, -1.71], [0.29, 0.87, -0.95], [-0.41, 0.11, 0.08], [-0.07, -0.70, 0.34], [-0.23, -0.18, 0.21], [-0.36, 0.01, -0.30], [0.41, 0.18, 0.30], [-0.75, 0.87, -0.17], [-0.13, 0.03, -0.33], [0.12, 0.01, 0.60], [-0.72, 0.24, -0.24], [-0.46, -1.86, -0.57], [1.63, -0.84, 0.92], [1.10, -1.82, -0.53], [2.70, -0.21, -0.57], [-0.08, -0.14, 0.03], [-0.51, 0.96, 0.50]],
  "mulliken_charge": [0.7551, -0.5790, 0.5279, -1.3679, 0.1137, 1.1495, 0.6379, 0.6009, -0.7937, 0.4919, 0.0302, -0.9693, 0.2235, -0.3036, 0.0219, 0.1655, 0.4866, -0.0130, 0.0280, 0.2015, 0.1234, 0.4047, 0.1888, 0.3110, 0.5343, -0.5733, 0.0557, -0.7507, -1.1498, 0.1717, 0.0505, 0.3903, 0.4117, 0.3678, 0.7899, 2.0864, 0.2940, 0.3393, -1.2311, 0.3425, -0.7838, 3.3025, 0.4510, -0.2069, 0.3260, -0.1194, -0.4102, -0.2915, -0.0493, 0.1385, 0.3413, -0.9971, 0.3916, 0.0597, -0.5129, -1.9646, 0.1866, 0.2648, -1.7547, 0.1290, -1.3778, 0.1511, 0.4859, -1.6911, 0.1158, 0.3250, 0.7658, -1.1387, 0.4793, 0.0378, 0.5635, 0.4781, -0.3959, 0.4179, -1.4756, 0.2125, -0.5899, 0.4827, 0.1720, -0.6311, 0.3556, 0.9749, 0.3143, 0.3146, 0.6183, -1.1836, -0.3048, 0.5333, 0.3183, -1.0943, 0.3072, -0.6726, 0.2246, -1.0144, 0.4147, 0.7464, 0.1307, -0.9278, 0.2211, 0.3066, 0.2910, 0.3950, 0.2304, 0.1953, 0.2690, 0.2752, 0.5146, -0.2576, -0.6842, -1.8911, 0.3919, 0.2597, -0.0367, 0.0124]
}